(1)
A molecular structure, C38H36N2O2PSSn, computed with ωB97M-V/def2-TZVPD.

Properties
Total energy   -73023.143 eV
LUMO energy   2.475 eV
Orbital gap   6.284 eV
HOMO energy   -0.13999 Ha

Geometry as ORCA input:
```
! wB97M-V def2-TZVPD RIJCOSX def2/J DEFGRID3
* xyz -1 1
Sn -2.2448 1.0650 0.1527
C 2.7072 -3.8050 0.6248
C 2.4453 -3.1871 -0.5889
C 1.1689 -2.7217 -0.8780
C 0.1339 -2.8647 0.0403
C 0.4122 -3.4815 1.2607
C 1.6836 -3.9529 1.5515
P -1.5929 -2.3083 -0.2438
C -2.3084 -3.8846 -0.9004
C -3.6640 -3.8446 -1.2386
C -4.3179 -4.9675 -1.7160
C -3.6320 -6.1699 -1.8484
C -2.2915 -6.2289 -1.5039
C -1.6342 -5.0947 -1.0376
C -1.5141 -1.3668 -1.8216
C -1.3063 -2.0415 -3.0305
C -1.4124 -1.3823 -4.2421
C -1.7869 -0.0454 -4.2485
C -1.9923 0.6168 -3.0488
C -1.8140 0.0052 -1.7990
H 3.7038 -4.1642 0.8508
H 3.2398 -3.0611 -1.3157
H 0.9761 -2.2362 -1.8256
H -0.3818 -3.5876 1.9918
H 1.8776 -4.4268 2.5061
H -4.2082 -2.9120 -1.1294
H -5.3668 -4.9077 -1.9805
H -4.1419 -7.0524 -2.2152
H -1.7459 -7.1599 -1.6036
H -0.5827 -5.1586 -0.7856
H -1.0815 -3.1029 -3.0247
H -1.2427 -1.9149 -5.1705
H -1.9237 0.4780 -5.1884
H -2.3232 1.6496 -3.0956
S 0.5730 3.2484 3.4176
C -0.5844 2.8260 4.6316
C -0.4000 2.5683 5.9873
C -1.5023 2.2185 6.7436
C -2.7720 2.1250 6.1609
C -2.9559 2.3813 4.8175
C -1.8533 2.7366 4.0407
N -1.8990 3.0210 2.6875
C -0.7304 3.2975 2.2298
C -0.4073 3.6495 0.8324
C 0.4126 4.7610 0.6316
C 0.7668 5.1478 -0.6503
C 0.3112 4.3978 -1.7227
C -0.4991 3.2890 -1.5031
C -0.8994 2.8701 -0.2305
H 0.5827 2.6311 6.4366
H -1.3804 2.0077 7.7985
H -3.6186 1.8420 6.7734
H -3.9269 2.3034 4.3470
H 0.7641 5.3303 1.4857
H 1.4006 6.0121 -0.8063
H 0.6115 4.6470 -2.7331
H -0.7935 2.7175 -2.3716
C -0.6929 -0.3297 2.3418
O -0.6063 0.0936 1.0141
H 0.1333 -1.0168 2.5680
H -1.6323 -0.8634 2.5571
H -0.6190 0.5024 3.0563
O 2.5691 2.6574 -3.4724
C 2.8767 1.6530 -2.8726
C 1.8921 0.6298 -2.3656
C 2.0352 0.5293 -0.8305
C 2.4662 1.8299 -0.1269
C 3.9790 2.1018 -0.0837
C 4.6080 2.4307 -1.4380
N 4.2022 1.4358 -2.4466
H 2.0722 -0.3416 -2.8386
H 0.8911 0.9451 -2.6506
H 2.7477 -0.2626 -0.5701
H 1.0793 0.2180 -0.4062
H 2.1045 1.7752 0.9026
H 1.9504 2.6819 -0.5777
H 4.4801 1.2184 0.3334
H 4.1822 2.9254 0.6083
H 5.6974 2.4591 -1.3708
H 4.2725 3.4021 -1.8014
H 4.2732 0.5134 -2.0321
*
```

For reference, the Mulliken charges in units of e are:
1. Sn -0.1900
2. C -0.6448
3. C -0.5426
4. C 0.0428
5. C 0.7562
6. C -0.5783
7. C -0.6065
8. P -0.1998
9. C 0.1313
10. C -0.4175
11. C -0.6142
12. C -0.4330
13. C -0.7644
14. C 0.0473
15. C 0.5356
16. C -0.1896
17. C -0.8315
18. C -0.5767
19. C -0.1585
20. C -0.8710
21. H 0.3654
22. H 0.4233
23. H 0.1618
24. H 0.3965
25. H 0.3880
26. H 0.3950
27. H 0.3712
28. H 0.3586
29. H 0.3892
30. H 0.3162
31. H 0.4379
32. H 0.4047
33. H 0.3860
34. H 0.5686
35. S -0.2047
36. C 1.1210
37. C -0.7993
38. C -0.4247
39. C -0.5157
40. C -0.6076
41. C -0.4342
42. N -0.4894
43. C 0.1349
44. C 0.9577
45. C -0.3006
46. C -0.8112
47. C -0.6752
48. C 0.0733
49. C -0.0304
50. H 0.3878
51. H 0.3734
52. H 0.3660
53. H 0.4641
54. H 0.4532
55. H 0.3883
56. H 0.3303
57. H -0.0990
58. C -0.7239
59. O 0.4347
60. H 0.2348
61. H 0.2724
62. H -0.0943
63. O -0.5643
64. C -0.1730
65. C 0.5667
66. C 1.2578
67. C 0.7959
68. C -1.0970
69. C -0.8062
70. N -0.3129
71. H 0.5628
72. H -0.6088
73. H 0.3620
74. H -1.4899
75. H 0.1615
76. H -0.5089
77. H 0.3042
78. H 0.4040
79. H 0.3581
80. H 0.3586
81. H 0.3905

(2)
A molecular structure, C26H31BrCrNO4S, computed with ωB97M-V/def2-TZVPD.

Properties
Total energy   -146443.296 eV
LUMO energy (spin up / spin down)   0.219 / 0.197 eV
Orbital gap (spin up / spin down)   4.376 / 8.097 eV
HOMO energy (spin up / spin down)   -0.15275 / -0.29032 Ha

Geometry as ORCA input:
```
! wB97M-V def2-TZVPD RIJCOSX def2/J DEFGRID3
* xyz 0 6
Cr 0.0672 0.3657 0.0531
C -0.2973 3.6781 3.7485
C 0.2371 3.6456 2.3220
C 1.0195 4.9278 2.0118
C 1.0896 2.4309 2.0233
C 1.4571 2.1632 0.6922
C 2.3162 1.1117 0.3769
C 2.8608 0.3014 1.3877
C 3.8819 -0.7507 1.0528
C 2.4563 0.5408 2.6853
C 1.5776 1.5820 2.9999
H -0.9636 4.5327 3.8704
H 0.5119 3.7835 4.4771
H -0.8644 2.7749 3.9845
H -0.6206 3.5997 1.6525
H 1.9453 4.9613 2.5930
H 0.4228 5.8051 2.2697
H 1.2809 5.0014 0.9542
H 1.1776 2.8647 -0.0829
H 2.7069 1.0279 -0.6318
H 3.6020 -1.2822 0.1446
H 3.9855 -1.4732 1.8639
H 4.8612 -0.2927 0.8940
H 2.8486 -0.0794 3.4845
H 1.3041 1.7355 4.0352
O -1.2938 -0.9049 -0.6877
N -2.3826 -0.4928 -1.3711
C -2.2555 -0.1046 -2.6946
C -3.3393 0.3697 -3.3659
C -4.5955 0.5023 -2.7310
C -4.6661 0.1606 -1.3584
C -3.5776 -0.3138 -0.6954
H -1.2614 -0.1858 -3.1057
H -3.2074 0.6636 -4.3992
H -5.4584 0.8750 -3.2619
H -5.5893 0.2845 -0.8051
H -3.5504 -0.5666 0.3529
O 1.0783 -1.5214 -0.0257
S 0.1864 -2.7097 0.3886
C 0.2250 -3.8337 -1.0327
C 0.9495 -5.1068 -0.6082
C 2.0434 -4.6552 0.3573
C 1.3257 -3.7486 1.3498
H 0.7843 -3.2569 -1.7710
H -0.7929 -3.9768 -1.3883
H 1.3422 -5.6431 -1.4715
H 0.2574 -5.7749 -0.0895
H 2.8011 -4.0788 -0.1801
H 2.5417 -5.4917 0.8472
H 1.9674 -3.0572 1.8950
H 0.7169 -4.3145 2.0590
Br -5.9607 6.6816 0.0586
C -4.6589 5.3075 -0.0518
C -3.5063 5.5267 -0.7854
C -2.5594 4.5135 -0.8632
C -2.7558 3.3135 -0.1961
C -3.9173 3.1146 0.5385
C -4.8840 4.1079 0.6049
C -1.6960 2.2561 -0.2473
O -0.9353 2.1818 -1.2317
O -1.5754 1.4806 0.7586
H -3.3535 6.4695 -1.2928
H -1.6609 4.6471 -1.4527
H -4.0579 2.1741 1.0550
H -5.7985 3.9563 1.1622
*
```

For reference, the natural (NBO) charges in units of e are:
1. Cr 1.2912
2. C -0.6065
3. C -0.2460
4. C -0.5948
5. C 0.0298
6. C -0.2949
7. C -0.2553
8. C 0.0045
9. C -0.6340
10. C -0.2123
11. C -0.2033
12. H 0.2191
13. H 0.1976
14. H 0.2177
15. H 0.2299
16. H 0.2027
17. H 0.2144
18. H 0.2086
19. H 0.2534
20. H 0.2274
21. H 0.2330
22. H 0.2102
23. H 0.2243
24. H 0.2120
25. H 0.2223
26. O -0.7056
27. N -0.0679
28. C -0.0589
29. C -0.2346
30. C -0.3436
31. C -0.2340
32. C -0.0782
33. H 0.2062
34. H 0.2134
35. H 0.2066
36. H 0.2116
37. H 0.2165
38. O -1.0165
39. S 1.2754
40. C -0.5933
41. C -0.4101
42. C -0.4113
43. C -0.5962
44. H 0.2518
45. H 0.2546
46. H 0.2311
47. H 0.2072
48. H 0.2141
49. H 0.2252
50. H 0.2491
51. H 0.2285
52. Br 0.0460
53. C -0.0734
54. C -0.2523
55. C -0.1686
56. C -0.0851
57. C -0.1732
58. C -0.2388
59. C 0.7412
60. O -0.7280
61. O -0.7797
62. H 0.2265
63. H 0.2316
64. H 0.2359
65. H 0.2253

(3)
A molecular structure, C45H35N6O4S2Y, computed with ωB97M-V/def2-TZVPD.

Properties
Total energy   -87084.733 eV
LUMO energy   4.090 eV
Orbital gap   5.329 eV
HOMO energy   -0.04554 Ha

Geometry as ORCA input:
```
! wB97M-V def2-TZVPD RIJCOSX def2/J DEFGRID3
* xyz -2 1
Y -0.2173 0.7213 -1.5222
O 2.4026 -0.9252 -4.9301
C 1.6296 -0.8946 -3.9850
N 0.5069 -0.1300 -3.8515
C -0.2377 0.0482 -4.9720
O -0.3085 -0.6886 -5.9491
C -1.0768 1.3076 -4.9608
C -1.9215 1.5822 -6.0281
C -2.5505 2.8132 -6.0608
C -2.2925 3.7239 -5.0474
C -1.4639 3.3435 -4.0029
N -0.8845 2.1441 -3.9476
C 1.9223 -1.7825 -2.7949
C 3.1411 -2.4428 -2.7005
C 3.3556 -3.2668 -1.6129
C 2.3387 -3.4287 -0.6805
C 1.1540 -2.7361 -0.8657
N 0.9577 -1.9111 -1.8949
H -2.0345 0.8337 -6.7990
H -3.2210 3.0682 -6.8735
H -2.7388 4.7097 -5.0407
H -1.2515 4.0102 -3.1806
H 3.8772 -2.2770 -3.4741
H 4.3025 -3.7792 -1.4861
H 2.4583 -4.0616 0.1892
H 0.3453 -2.8133 -0.1502
C -1.2766 2.6235 4.2991
C -2.4523 1.9130 4.0858
C -2.6757 1.2713 2.8770
C -1.7109 1.3308 1.8754
C -0.5451 2.0551 2.0761
C -0.3304 2.6992 3.2872
N -1.8711 0.6461 0.6070
N -2.8982 -0.0380 0.5605
C -3.1220 -0.6974 -0.6889
C -4.3399 -1.3763 -0.7373
C -4.6859 -2.0676 -1.8854
C -3.7963 -2.0672 -2.9554
C -2.5950 -1.3701 -2.8721
C -2.2025 -0.6313 -1.7424
H -1.1104 3.1307 5.2424
H -3.2072 1.8670 4.8627
H -3.5885 0.7237 2.6933
H 0.1735 2.1514 1.2714
H 0.5755 3.2781 3.4196
H -4.9922 -1.3476 0.1290
H -5.6294 -2.5985 -1.9473
H -4.0399 -2.6096 -3.8639
H -1.9328 -1.4162 -3.7314
S -2.2807 2.8842 -1.0576
C -1.4595 4.3007 -0.4476
C -2.2244 5.3872 0.0125
C -1.6503 6.5493 0.4994
C -0.2638 6.6631 0.5411
C 0.5111 5.6030 0.0960
C -0.0491 4.4179 -0.3972
S 1.0398 3.1214 -0.8840
H -3.3040 5.2886 -0.0185
H -2.2823 7.3594 0.8493
H 0.2101 7.5622 0.9207
H 1.5929 5.6718 0.1274
C 1.2823 -5.9519 2.3046
C 0.6072 -4.6024 2.3450
C -0.7416 -4.5235 2.0275
C -1.4071 -3.3050 2.0917
C -0.7204 -2.1708 2.4648
C 0.6421 -2.2225 2.7790
N 1.2378 -1.0396 3.2614
C 2.4890 -0.5005 2.8072
C 3.4449 -0.2654 3.7953
C 4.6971 0.2360 3.4863
C 5.0201 0.5098 2.1636
C 4.0648 0.3271 1.1804
C 2.7909 -0.1550 1.4809
C 1.7660 -0.0870 0.3734
O 2.1256 0.3342 -0.7533
O 0.5719 -0.3702 0.6301
C 1.3205 -3.4514 2.7247
C 2.7624 -3.5876 3.1442
H 0.5733 -6.7164 1.9859
H 1.6740 -6.2416 3.2838
H 2.1258 -5.9744 1.6091
H -1.2696 -5.4186 1.7169
H -2.4523 -3.2312 1.8157
H -1.2183 -1.2099 2.4772
H 0.5501 -0.3077 3.3795
H 3.1794 -0.5188 4.8145
H 5.4191 0.4073 4.2763
H 5.9983 0.8961 1.9036
H 4.2551 0.5970 0.1498
H 3.3562 -2.7060 2.9291
H 3.2476 -4.4295 2.6461
H 2.8284 -3.7680 4.2236
*
```

For reference, the Mulliken charges in units of e are:
1. Y -0.3187
2. O -0.7639
3. C -0.1880
4. N 0.2582
5. C -0.3951
6. O -0.7458
7. C 0.7635
8. C -0.7320
9. C -0.1768
10. C -0.9205
11. C -0.1653
12. N -0.0147
13. C 0.4168
14. C -0.6226
15. C -0.6585
16. C -0.2121
17. C -0.3703
18. N 0.2322
19. H 0.4453
20. H 0.3935
21. H 0.4043
22. H 0.4946
23. H 0.5045
24. H 0.3966
25. H 0.4109
26. H 0.5000
27. C -0.6571
28. C -0.5783
29. C -0.0978
30. C -0.6527
31. C 0.9296
32. C -1.0357
33. N 1.6388
34. N -0.8924
35. C -0.8943
36. C -0.2636
37. C -0.5257
38. C -1.0722
39. C -0.3831
40. C 1.7527
41. H 0.3698
42. H 0.3642
43. H 0.4250
44. H -0.1308
45. H 0.4558
46. H 0.4045
47. H 0.3269
48. H 0.4218
49. H 0.4332
50. S -0.3068
51. C 0.3154
52. C -0.8049
53. C -0.5526
54. C -0.4849
55. C -0.7782
56. C 0.5997
57. S -0.4652
58. H 0.3746
59. H 0.2974
60. H 0.3203
61. H 0.3830
62. C -1.7060
63. C 1.8655
64. C -1.0586
65. C -0.8625
66. C -0.5548
67. C -0.1565
68. N -0.0329
69. C -1.0507
70. C -0.2221
71. C -0.4732
72. C -0.7267
73. C -0.8552
74. C 0.3380
75. C 1.3051
76. O -0.9298
77. O 0.2016
78. C 1.6388
79. C -1.6889
80. H 0.3956
81. H 0.3316
82. H 0.3079
83. H 0.2748
84. H 0.3569
85. H 0.2438
86. H 0.1414
87. H 0.4434
88. H 0.3668
89. H 0.4218
90. H 0.4812
91. H 0.2402
92. H 0.4506
93. H 0.3403

(4)
A molecular structure, C18H36KO18, computed with ωB97M-V/def2-TZVPD.

Properties
Total energy   -72412.009 eV
LUMO energy (spin up / spin down)   -5.053 / -12.904 eV
Orbital gap (spin up / spin down)   10.130 / 2.277 eV
HOMO energy (spin up / spin down)   -0.55797 / -0.55790 Ha

Geometry as ORCA input:
```
! wB97M-V def2-TZVPD RIJCOSX def2/J DEFGRID3
* xyz 2 2
K -0.4235 0.1831 0.3334
C -1.0785 6.1203 1.9380
O -1.2649 4.6846 1.9613
C -0.2930 3.8691 1.4955
O -0.3285 2.6603 1.5604
O 0.7935 4.6152 1.0629
C 1.9991 3.8805 0.7095
H -2.0363 6.6312 2.0370
H -0.5862 6.4444 1.0211
H -0.3685 6.4262 2.7063
H 1.5881 3.3445 -0.1459
H 2.4439 3.1809 1.4173
H 2.7130 4.6799 0.5106
C -0.4115 -3.4660 -2.6370
O -1.2528 -4.0557 -1.6159
C -1.8885 -3.2635 -0.7238
O -1.8766 -2.0293 -0.7617
O -2.4341 -4.0430 0.2456
C -3.0810 -3.4110 1.3910
H -0.8067 -2.5532 -3.0828
H -0.2336 -4.1727 -3.4476
H 0.5936 -3.2749 -2.2612
H -3.9155 -4.0486 1.6828
H -3.3727 -2.3809 1.1861
H -2.4785 -3.4344 2.2990
C 3.6974 1.9952 -2.7716
O 2.8276 0.9930 -3.3419
C 1.6804 0.5775 -2.6206
O 1.4400 1.0885 -1.5128
O 0.9704 -0.2868 -3.1797
C 1.2686 -0.7026 -4.4776
H 3.3576 2.9678 -3.1275
H 4.7045 1.8570 -3.1652
H 3.6811 1.8829 -1.6875
H 1.3710 0.0762 -5.2333
H 0.4020 -1.2759 -4.8070
H 2.1027 -1.4038 -4.5015
C 2.1649 -4.6265 -0.2945
O 3.1331 -3.5909 -0.3666
C 2.8182 -2.3053 -0.0934
O 1.6534 -1.9166 0.1005
O 3.9155 -1.5347 -0.1083
C 3.8765 -0.1510 0.3417
H 2.4882 -5.3486 0.4552
H 2.0450 -5.1863 -1.2220
H 1.1951 -4.1905 -0.0548
H 3.8855 -0.1589 1.4317
H 3.0128 0.3904 -0.0443
H 4.7436 0.2910 -0.1490
C 0.9468 -3.9122 3.0436
O 0.8004 -2.8371 3.8769
C 0.0903 -1.7487 3.5603
O -0.6781 -1.6547 2.6048
O 0.1778 -0.8549 4.5657
C -0.6555 0.2366 4.4545
H -0.0214 -4.2533 2.6770
H 1.5201 -4.7434 3.4540
H 1.4589 -3.6704 2.1123
H -0.2597 0.8138 3.6188
H -0.5872 0.7941 5.3886
H -1.6908 -0.0295 4.2413
C -3.2756 4.4289 -0.4546
O -3.9865 3.3932 -1.1843
C -3.7517 2.0950 -0.9260
O -2.7446 1.6858 -0.3175
O -4.6127 1.3700 -1.6825
C -4.4919 -0.0754 -1.6586
H -3.4802 5.3745 -0.9566
H -2.1861 4.4545 -0.4348
H -3.6987 4.4791 0.5486
H -5.1469 -0.5721 -2.3744
H -4.6657 -0.4123 -0.6366
H -3.4965 -0.3894 -1.9725
*
```

For reference, the Mulliken charges in units of e are:
1. K 1.0709
2. C -0.7329
3. O -0.2677
4. C 0.4500
5. O -0.3622
6. O -0.3650
7. C -0.5387
8. H 0.2907
9. H 0.3363
10. H 0.3291
11. H 0.2097
12. H 0.2377
13. H 0.3129
14. C -0.4224
15. O -0.3650
16. C 0.7185
17. O -0.2711
18. O -0.3745
19. C -0.4237
20. H 0.2143
21. H 0.3453
22. H 0.0278
23. H 0.3729
24. H 0.1852
25. H 0.0484
26. C -0.3846
27. O -0.3876
28. C 0.3183
29. O -0.2689
30. O -0.0484
31. C -0.8458
32. H 0.2776
33. H 0.2579
34. H 0.0340
35. H 0.3879
36. H 0.2391
37. H 0.3699
38. C -0.3346
39. O -0.3306
40. C 0.6161
41. O 0.0511
42. O -0.3480
43. C -0.1030
44. H 0.3205
45. H 0.2888
46. H -0.0172
47. H 0.3571
48. H -0.2596
49. H 0.3093
50. C -0.0214
51. O -0.2040
52. C 0.7061
53. O -0.2353
54. O -0.3223
55. C -0.4673
56. H 0.2482
57. H 0.3575
58. H -0.1521
59. H 0.1970
60. H 0.2850
61. H 0.2805
62. C -0.5185
63. O -0.3602
64. C 0.6220
65. O -0.6202
66. O -0.3454
67. C -0.3991
68. H 0.3452
69. H 0.0930
70. H 0.3219
71. H 0.3449
72. H 0.2292
73. H 0.0891